ORCA calculation (ωB97M-V with the def2-TZVPD basis set) on a structure of composition C45H34NOP2S2Ti.

Atoms and positions in Å:
Ti1 0.135 -0.458 0.403
O1 -0.916 -3.534 0.696
S1 -0.918 -2.270 1.415
C1 -0.240 -2.551 3.058
C2 -0.535 -3.729 3.725
C3 -0.017 -3.944 4.990
C4 0.794 -2.976 5.558
C5 1.135 -1.835 4.850
C6 0.634 -1.593 3.571
P1 1.447 -0.244 2.473
C7 1.882 1.206 3.553
C8 2.732 1.087 4.767
C9 3.068 2.138 5.526
C10 2.676 3.527 5.360
C11 1.945 4.069 4.379
C12 1.367 3.297 3.241
C13 2.994 -1.271 2.322
C14 4.253 -0.749 2.594
C15 5.382 -1.522 2.398
C16 5.263 -2.803 1.883
C17 4.014 -3.302 1.544
C18 2.880 -2.542 1.762
C19 -2.687 -1.933 1.747
C20 -3.488 -2.748 2.526
C21 -4.859 -2.541 2.549
C22 -5.434 -1.538 1.784
C23 -4.634 -0.725 1.004
C24 -3.252 -0.910 0.989
P2 -2.173 0.131 -0.053
C25 -2.812 -0.225 -1.715
C26 -3.910 0.410 -2.289
C27 -4.334 0.021 -3.548
C28 -3.672 -0.992 -4.224
C29 -2.567 -1.613 -3.658
C30 -2.130 -1.229 -2.403
C31 -2.670 1.837 0.328
C32 -2.098 2.819 -0.481
C33 -2.387 4.154 -0.259
C34 -3.219 4.518 0.791
C35 -3.741 3.548 1.631
C36 -3.470 2.208 1.408
H1 -1.125 -4.485 3.226
H2 -0.238 -4.855 5.526
H3 1.205 -3.121 6.547
H4 1.804 -1.125 5.305
H5 3.172 0.127 4.987
H6 3.727 1.956 6.364
H7 3.048 4.187 6.128
H8 1.755 5.132 4.387
H9 0.821 3.923 2.531
H10 4.345 0.260 2.972
H11 6.354 -1.129 2.646
H12 6.145 -3.405 1.733
H13 3.926 -4.287 1.116
H14 1.893 -2.929 1.499
H15 -3.055 -3.548 3.103
H16 -5.484 -3.183 3.147
H17 -6.504 -1.394 1.790
H18 -5.071 0.049 0.389
H19 -4.418 1.207 -1.761
H20 -5.183 0.510 -4.003
H21 -4.013 -1.294 -5.202
H22 -2.049 -2.389 -4.198
H23 -1.259 -1.702 -1.938
H24 -1.431 2.520 -1.289
H25 -1.965 4.913 -0.900
H26 -3.450 5.558 0.961
H27 -4.362 3.835 2.467
H28 -3.871 1.458 2.075
S2 3.865 0.213 -1.218
C37 3.490 -1.178 -2.160
C38 2.279 -1.724 -1.857
C39 1.598 -1.050 -0.813
C40 2.338 0.036 -0.368
C41 2.027 0.737 0.869
C42 2.430 1.973 1.209
C43 2.434 2.346 2.643
C44 0.605 2.051 3.765
C45 -0.444 1.567 2.834
N1 -0.242 0.511 2.152
H29 4.198 -1.516 -2.893
H30 1.913 -2.618 -2.339
H31 2.929 2.629 0.503
H32 3.446 2.670 2.905
H33 0.223 2.133 4.785
H34 -1.373 2.126 2.754

* spin multiplicity: 3
* highest occupied orbital energy (spin up / spin down): -9.803 / -10.510 eV
* net charge: +1
* ⟨S²⟩: 2.0129

Partial atomic charges computed with the Löwdin method, in multiples of e: Ti 0.488; O -0.405; S 0.850; C -0.344; C -0.065; C -0.044; C -0.043; C -0.051; C -0.225; P 0.969; C -0.329; C -0.070; C -0.063; C -0.077; C -0.036; C -0.168; C -0.275; C -0.072; C -0.065; C -0.067; C -0.053; C -0.073; C -0.295; C -0.040; C -0.040; C -0.044; C -0.076; C -0.328; P 1.042; C -0.344; C -0.078; C -0.065; C -0.063; C -0.059; C -0.084; C -0.364; C -0.090; C -0.063; C -0.065; C -0.069; C -0.105; H 0.116; H 0.116; H 0.115; H 0.085; H 0.094; H 0.112; H 0.106; H 0.112; H 0.151; H 0.103; H 0.109; H 0.107; H 0.111; H 0.101; H 0.102; H 0.115; H 0.116; H 0.111; H 0.108; H 0.110; H 0.110; H 0.112; H 0.094; H 0.117; H 0.111; H 0.110; H 0.112; H 0.106; S 1.053; C -0.387; C -0.185; C -0.290; C -0.599; C -0.334; C -0.010; C -0.195; C -0.164; C -0.098; N -0.161; H 0.068; H 0.102; H 0.131; H 0.160; H 0.167; H 0.118

=====

ORCA calculation (ωB97M-V with the def2-TZVPD basis set) on a structure of composition C45H35F5FeIN3O2PS3.

Atoms and positions in Å:
Fe1 -1.745 1.062 -0.970
I1 -2.187 -1.407 3.416
C1 -2.747 -3.266 2.658
C2 -3.897 -3.650 3.406
C3 -4.447 -4.902 3.238
C4 -3.921 -5.761 2.322
C5 -2.771 -5.390 1.576
C6 -2.049 -6.373 0.805
C7 -0.921 -6.076 0.071
C8 -0.572 -4.706 0.016
C9 -1.133 -3.671 0.764
P1 -0.703 -1.916 0.315
C10 0.800 -1.742 1.371
C11 1.706 -2.686 1.811
C12 2.920 -2.332 2.478
C13 3.066 -1.025 2.939
C14 2.067 -0.064 2.606
C15 0.998 -0.425 1.848
C16 0.096 -2.098 -1.308
C17 -0.685 -2.341 -2.448
C18 -0.210 -2.473 -3.753
C19 1.168 -2.464 -3.977
C20 1.961 -2.177 -2.882
C21 1.438 -2.014 -1.587
C22 -2.158 -4.081 1.704
H1 -4.229 -3.034 4.206
H2 -5.235 -5.205 3.924
H3 -4.331 -6.728 2.205
H4 -2.324 -7.431 0.814
H5 -0.437 -6.814 -0.484
H6 0.224 -4.358 -0.673
H7 1.494 -3.785 1.663
H8 3.553 -3.176 2.707
H9 3.908 -0.833 3.602
H10 2.146 0.897 3.099
H11 0.202 0.329 1.719
H12 -1.781 -2.531 -2.348
H13 -0.897 -2.802 -4.510
H14 1.635 -2.577 -4.966
H15 3.020 -2.234 -3.097
H16 2.175 -1.948 -0.804
C23 2.329 1.947 -5.785
C24 1.386 0.752 -5.484
N1 0.125 1.116 -4.847
C25 -1.065 1.462 -5.750
C26 -0.832 2.834 -6.458
C27 0.089 1.440 -3.516
S1 -1.411 2.281 -2.914
N2 1.251 1.333 -2.799
C28 1.226 1.333 -1.454
O1 0.248 1.066 -0.734
C29 2.473 1.776 -0.754
C30 2.393 2.611 0.326
C31 3.552 3.042 1.021
C32 4.785 2.628 0.558
C33 4.849 1.806 -0.523
C34 3.769 1.409 -1.199
H17 3.249 1.589 -5.932
H18 2.384 2.684 -4.996
H19 1.986 2.467 -6.720
H20 1.878 0.303 -4.595
H21 1.316 0.045 -6.274
H22 -2.056 1.416 -5.233
H23 -0.970 0.625 -6.428
H24 -0.457 3.529 -5.741
H25 -1.740 3.345 -6.794
H26 -0.119 2.838 -7.278
H27 1.379 2.771 0.754
H28 3.555 3.877 1.799
H29 5.672 2.796 1.190
H30 5.788 1.350 -0.952
H31 3.890 0.860 -2.145
O2 -2.081 1.628 0.821
N3 -3.326 1.570 1.229
C35 -3.583 2.253 2.346
C36 -4.796 2.224 2.958
C37 -5.782 1.373 2.386
C38 -5.585 0.812 1.174
C39 -4.291 0.869 0.565
S2 -3.935 0.123 -0.970
H32 -2.644 2.659 2.791
H33 -4.900 2.591 4.017
H34 -6.714 1.255 2.925
H35 -6.328 0.262 0.679
F1 3.712 5.557 4.205
C40 2.663 4.743 4.453
C41 2.753 3.503 5.060
F2 3.891 2.919 5.442
C42 1.605 2.764 5.238
F3 1.651 1.604 5.919
C43 0.335 3.205 4.866
S3 -1.035 2.110 5.108
C44 0.289 4.424 4.145
F4 -0.821 4.901 3.491
C45 1.437 5.191 4.014
F5 1.368 6.336 3.317

* spin multiplicity: 5
* highest occupied orbital energy (spin up / spin down): -4.012 / -4.012 eV
* net charge: -1
* ⟨S²⟩: 6.0141

Partial atomic charges computed with the Löwdin method, in multiples of e: Fe 0.349; I 1.057; C -0.606; C -0.200; C -0.105; C -0.045; C -0.140; C -0.037; C -0.066; C -0.098; C -0.286; P 1.064; C -0.410; C -0.096; C -0.084; C -0.061; C -0.064; C -0.153; C -0.412; C -0.110; C -0.087; C -0.108; C -0.090; C -0.089; C -0.204; H 0.045; H 0.107; H 0.095; H 0.107; H 0.080; H 0.103; H 0.114; H 0.087; H 0.099; H 0.097; H 0.087; H 0.119; H 0.094; H 0.105; H 0.100; H 0.102; C -0.059; C -0.200; N -0.124; C -0.201; C -0.083; C -0.588; S 0.640; N 0.124; C -0.444; O -0.116; C -0.133; C -0.019; C -0.054; C -0.107; C -0.136; C -0.051; H 0.017; H 0.077; H 0.073; H 0.091; H 0.105; H 0.078; H 0.094; H 0.053; H 0.071; H 0.054; H 0.136; H 0.124; H 0.113; H 0.123; H 0.115; O -0.255; N -0.213; C -0.064; C -0.045; C -0.085; C -0.096; C -0.621; S 0.595; H 0.100; H 0.131; H 0.104; H 0.084; F 0.076; C -0.173; C -0.172; F 0.098; C -0.297; F 0.035; C -0.604; S 0.422; C -0.212; F 0.042; C -0.176; F 0.094

=====

Number 1: strongest force on any atom 0.04471 Eh/bohr. Number 2: strongest force on any atom 0.09329 Eh/bohr.